47
Properties=species:S:1:pos:R:3:forces:R:3 method="wB97M-V/def2-TZVPD" relative_energy_kj_mol=148.9
C -2.1233 0.9466 -1.0659 -1.0 -0.2 0.7
C -0.7641 0.4386 -0.7297 1.2 -0.3 -0.5
C -2.7755 1.2208 0.3474 -0.5 0.2 -1.6
C -4.3102 1.3532 0.3484 -0.2 1.1 -1.8
C -5.0556 0.0401 0.0680 -0.4 -0.1 0.7
C -3.6796 -1.7852 0.9738 -0.1 -0.7 0.8
C 1.3901 1.0300 0.1839 -0.4 -0.6 -0.6
C 1.9627 2.0695 1.1131 1.4 1.0 1.1
C 2.2851 0.8106 -1.0583 -0.1 -1.1 -0.5
C 3.5439 0.0790 -0.7049 -0.5 -0.8 0.7
C 4.7363 0.6962 -0.4561 0.4 0.5 -0.8
C 3.4528 -1.2593 -0.3172 -1.4 0.0 0.9
C 5.8831 0.0042 -0.0943 0.7 1.0 0.2
C 4.5385 -1.9416 0.1951 -0.1 -0.5 -0.1
C 5.8003 -1.3468 0.1937 0.5 -0.1 -0.2
H -2.6233 0.0845 -2.9350 -0.1 0.3 1.9
H -2.9211 -0.8553 -1.5897 0.3 -0.1 0.2
H -2.0143 1.9021 -1.5303 0.0 0.8 -0.6
H -2.5499 0.3339 0.9113 0.5 0.1 1.0
H -2.2494 2.1494 0.6386 -0.5 -0.7 0.7
H -4.6648 2.0273 -0.5058 0.7 -0.6 1.0
H -4.6478 1.8739 1.2596 0.0 -0.5 -0.1
H -6.1260 0.2419 0.0452 -0.1 0.0 0.2
H -4.8230 -0.3573 -0.9090 0.2 0.2 -0.1
H -4.8787 -0.7495 2.0267 -0.3 -0.1 -0.7
H -2.5690 -2.8420 2.1177 0.4 0.2 -0.1
H -2.4816 -2.9114 -0.0942 0.3 -0.2 -0.3
H -4.0066 -2.7626 -0.8041 1.0 0.7 0.7
H -0.1870 2.3455 -0.3147 0.4 -0.7 0.4
H 1.2829 0.0776 0.6952 0.3 -0.2 0.3
H 2.5310 1.7728 -1.4362 0.2 0.9 -0.6
H 1.7350 0.2189 -1.8618 0.4 0.9 1.3
H 4.7612 1.7522 -0.6353 0.4 0.5 0.0
H 2.4077 -1.6542 -0.1971 1.2 -0.1 -0.5
H 6.8166 0.6144 0.0087 -0.7 -0.9 -0.1
H 4.3827 -2.9269 0.6106 0.3 -0.2 -0.2
H 7.6633 -1.4859 0.3413 0.6 0.1 0.1
H 3.0633 0.6214 1.7262 0.1 0.7 0.3
N -2.8990 0.1000 -1.9112 -0.1 0.0 -2.6
N -4.8106 -1.0305 1.0395 -0.4 1.2 -0.2
N -3.1466 -2.0085 2.1122 0.5 -0.7 0.3
N -3.2442 -2.2807 -0.2670 -1.6 -0.8 -0.2
N 0.0661 1.3548 -0.2024 -0.8 2.5 -0.1
O -0.3657 -0.6991 -0.8930 -0.4 -0.9 0.0
O 1.7427 3.2566 1.1767 -0.6 -1.2 -0.7
O 6.9361 -2.0934 0.4473 -1.2 0.2 0.1
O 2.9357 1.5741 1.9331 -0.4 -0.8 -0.6

***

96
Properties=species:S:1:pos:R:3:forces:R:3 method="wB97M-V/def2-TZVPD" smiles="O=S1(=O)C[C@@H](CCF)C[C@H](c2ccncc2)O1.C[C@@H]1COC(=O)O1.C[C@@H]1COC(=O)O1.C[C@@H]1COC(=O)O1.C[C@@H]1COC(=O)O1.C[C@@H]1COC(=O)O1" total_energy_ev=-84759.003
O -2.2619 -2.7197 0.1405 -1.0 0.3 0.4
S -1.4900 -2.4477 -1.0216 0.6 -0.7 1.6
O -0.2926 -3.2125 -1.1084 0.7 -0.1 -1.1
C -1.0504 -0.7145 -0.9939 -0.7 0.7 -1.0
C -0.8338 -0.0418 -2.3841 0.5 -0.3 0.1
C 0.5988 0.4790 -2.5367 -0.5 -0.1 0.2
C 1.6726 -0.5964 -2.6895 -0.2 0.8 0.7
F 2.4217 -0.3563 -3.8374 0.0 -0.3 -0.2
C -1.2490 -0.9680 -3.5137 -0.2 0.0 0.0
C -2.5723 -1.6581 -3.2136 -0.1 0.0 -1.2
C -3.6772 -0.7283 -2.8173 0.3 -0.7 0.6
C -3.8788 0.4664 -3.4376 1.5 0.6 -1.8
C -4.8941 1.3062 -3.1156 -0.7 0.3 0.1
N -5.7698 1.0054 -2.1662 -0.1 0.6 -0.1
C -5.5509 -0.1386 -1.5539 -1.4 -0.2 1.2
C -4.5556 -1.0326 -1.8171 0.4 -0.8 0.2
O -2.4252 -2.7501 -2.2867 0.5 0.9 0.2
H -0.1621 -0.6024 -0.3776 0.1 -0.5 0.1
H -1.8693 -0.2051 -0.4916 -0.1 -0.2 0.1
H -1.4874 0.8262 -2.4214 -0.1 0.0 0.1
H 0.8102 1.0450 -1.6291 0.1 0.2 0.0
H 0.6038 1.1886 -3.3632 0.3 -0.1 -0.2
H 1.2607 -1.6033 -2.6716 0.1 -0.1 -0.4
H 2.3227 -0.5033 -1.8299 0.4 -0.3 -0.2
H -1.3693 -0.4224 -4.4485 0.1 0.2 0.0
H -0.5196 -1.7471 -3.7252 0.1 -0.1 0.1
H -2.8804 -2.1268 -4.1478 -0.1 -0.3 0.1
H -3.2074 0.7593 -4.2363 0.0 0.1 -0.1
H -5.0124 2.2285 -3.6651 -0.2 0.2 0.1
H -6.2542 -0.4073 -0.7723 -0.1 0.2 0.0
H -4.4592 -1.9492 -1.2614 -0.1 -0.1 0.2
C 4.6234 -1.6191 -5.7991 -0.1 0.3 0.0
C 5.8130 -1.4615 -6.7162 -0.5 -0.1 0.3
C 7.0978 -1.0653 -6.0329 0.3 -0.2 0.0
O 7.8027 -0.3947 -7.0834 -0.2 0.0 0.0
C 6.8657 0.1299 -7.9215 0.0 0.1 -0.1
O 7.0996 0.9057 -8.7874 0.0 0.0 0.0
O 5.6343 -0.3584 -7.6235 0.3 0.0 0.0
H 3.6924 -1.5149 -6.3540 0.0 -0.1 -0.1
H 4.6372 -2.5957 -5.3153 0.0 0.0 0.0
H 4.6170 -0.8549 -5.0217 0.0 0.0 0.0
H 5.9465 -2.3648 -7.3184 0.1 0.0 0.0
H 7.6689 -1.9154 -5.6659 0.1 0.1 -0.1
H 6.9417 -0.3553 -5.2166 -0.2 0.0 0.0
C 6.9037 -0.5213 -0.2219 -0.1 -0.3 0.1
C 5.6131 0.2445 -0.0545 0.5 -0.2 -0.1
C 5.3311 0.7257 1.3466 0.0 0.3 0.1
O 3.8968 0.8023 1.3523 0.2 -0.1 -0.1
C 3.4495 -0.1162 0.4574 0.1 0.0 0.2
O 2.3136 -0.4434 0.3587 -0.3 0.0 0.0
O 4.4671 -0.5978 -0.2903 -0.2 0.2 0.1
H 6.8613 -1.1526 -1.1086 0.0 0.1 -0.1
H 7.7462 0.1630 -0.3160 0.0 0.0 0.0
H 7.0885 -1.1761 0.6308 0.0 0.0 0.0
H 5.5686 1.0674 -0.7733 -0.1 0.0 0.0
H 5.7720 1.6970 1.5611 -0.2 0.1 0.0
H 5.6383 0.0128 2.1150 0.1 -0.1 -0.1
C -6.8255 -0.7778 3.2951 -0.4 0.3 -0.3
C -7.4223 -1.9144 2.5018 0.2 0.4 0.3
C -6.4161 -2.7787 1.7864 0.0 -0.3 0.1
O -7.1888 -3.2895 0.6883 0.0 0.2 0.0
C -8.1491 -2.3682 0.4129 0.0 -0.1 -0.1
O -8.8360 -2.3844 -0.5566 0.0 0.0 0.0
O -8.2086 -1.4314 1.3917 0.1 -0.3 -0.1
H -7.5634 0.0109 3.4525 -0.1 -0.1 0.1
H -6.4740 -1.1320 4.2578 0.0 -0.1 0.0
H -5.9879 -0.3327 2.7669 0.0 0.0 -0.1
H -8.0824 -2.5133 3.1354 0.0 -0.1 -0.1
H -6.0317 -3.5891 2.4006 -0.1 -0.1 -0.1
H -5.5784 -2.2077 1.3800 0.0 0.1 0.1
C -1.9656 1.8484 6.2478 -0.3 0.0 0.1
C -2.3768 0.7087 5.3464 0.2 0.5 0.3
C -3.3341 1.0728 4.2385 0.1 -0.1 -0.4
O -4.0028 -0.1792 3.9929 0.4 0.2 0.5
C -3.9765 -0.8679 5.1691 0.0 -0.1 0.0
O -4.6005 -1.8580 5.3801 0.0 0.0 0.0
O -3.1481 -0.2786 6.0564 -0.1 -0.1 -0.2
H -1.6133 1.4712 7.2064 0.2 0.0 -0.1
H -1.1700 2.4334 5.7906 0.0 0.0 0.0
H -2.8037 2.5167 6.4536 0.0 -0.1 0.0
H -1.4877 0.2089 4.9513 -0.1 -0.1 -0.1
H -2.8307 1.4227 3.3400 -0.1 -0.2 -0.1
H -4.0828 1.8085 4.5410 0.1 0.0 0.1
C 3.1244 3.7779 2.7712 -0.2 -0.2 0.0
C 3.1140 3.9295 4.2749 -0.2 0.0 -0.5
C 3.7915 2.8210 5.0398 0.3 0.0 0.1
O 3.1063 2.8579 6.2942 0.0 0.0 -0.1
C 1.8580 3.3308 6.0590 -0.2 0.0 0.1
O 0.9679 3.2911 6.8478 0.2 0.1 -0.3
O 1.7671 3.8361 4.7973 0.3 -0.1 0.4
H 2.3191 4.3586 2.3223 0.1 0.2 0.0
H 4.0749 4.1144 2.3558 0.0 0.1 0.0
H 2.9719 2.7401 2.4759 0.0 0.0 0.1
H 3.5139 4.9072 4.5585 0.0 0.0 0.1
H 4.8582 2.9855 5.1772 0.0 0.0 0.2
H 3.6322 1.8365 4.5920 0.0 0.1 -0.1

***

65
Properties=species:S:1:pos:R:3:forces:R:3 method="wB97M-V/def2-TZVPD" total_charge=+1 total_energy_ev=-126239.420
C 1.3349 -2.5985 0.9651 -0.1 0.0 0.0
C 1.7647 -1.1801 0.5719 0.1 0.0 0.0
C 1.0534 -0.4605 -0.5954 0.0 0.0 0.0
C -0.3900 -0.7942 -0.9977 0.0 0.0 0.1
C -0.3986 -2.0376 -1.9030 -0.1 -0.1 0.0
N -1.3558 -1.0631 0.1886 -0.2 0.1 -0.1
C -1.2018 -0.3819 1.5529 0.2 -0.1 -0.1
C -1.4323 1.1493 1.6499 -0.3 -0.2 0.0
F -1.3496 1.3380 3.0352 0.0 0.0 -0.2
C -0.5095 2.1452 0.9859 0.1 -0.1 0.1
C -0.8984 2.5118 -0.4525 0.0 -0.1 -0.1
C -2.1883 -1.0980 2.5185 0.2 0.1 0.0
C -2.7264 -2.4170 1.9779 -0.2 0.0 0.2
C -3.4800 -2.2057 0.6568 0.3 -0.2 -0.1
F -3.2781 -3.3365 -0.1282 -0.1 0.1 0.0
P -5.3224 -2.0180 0.9279 0.1 0.0 -0.1
O -6.0690 -3.2756 0.8132 0.0 0.1 0.1
C -2.8630 -1.0182 -0.0777 0.2 0.1 -0.2
Br -3.4349 -0.9010 -1.9079 0.1 -0.1 -0.1
H 0.5347 -2.5991 1.7172 0.0 0.0 -0.1
H 2.1678 -3.1255 1.4293 0.0 0.0 0.0
H 1.0105 -3.2092 0.1236 0.0 0.0 0.0
H 2.8199 -1.1963 0.3051 -0.1 0.0 0.0
H 1.7206 -0.5505 1.4637 0.0 0.0 0.0
H 1.1664 0.6085 -0.4538 0.0 0.1 0.1
H 1.6049 -0.6710 -1.5147 0.1 0.0 0.0
H -0.8282 0.0484 -1.5200 0.0 0.1 0.0
H 0.5488 -2.5657 -1.8285 0.0 0.0 0.0
H -1.1995 -2.7436 -1.6831 -0.1 0.0 0.0
H -0.5249 -1.7380 -2.9414 0.0 0.0 0.0
H -1.1385 -2.0470 0.3753 -0.1 0.1 0.1
H -0.1797 -0.5881 1.8490 0.0 0.1 0.0
H -2.4657 1.3795 1.3585 0.0 0.1 0.2
H -0.5655 3.0279 1.6238 0.0 0.0 0.0
H 0.5194 1.7962 1.0620 0.1 0.0 0.0
H -0.0623 2.4167 -1.1448 0.0 0.0 0.0
H -1.2351 3.5457 -0.5030 0.0 0.0 0.0
H -1.7225 1.8998 -0.8364 0.0 0.0 0.0
H -3.0255 -0.4342 2.7465 0.0 0.0 0.0
H -1.6722 -1.2526 3.4643 -0.1 0.0 0.0
H -1.9390 -3.1595 1.8128 0.0 0.0 0.0
H -3.3929 -2.8611 2.7203 0.1 -0.1 0.0
H -5.2885 -1.3764 2.1809 -0.1 0.0 0.1
H -5.6499 -0.9568 0.0667 -0.1 0.0 0.0
H -3.1973 -0.0765 0.3385 -0.1 0.0 0.1
C -0.8517 7.3013 -2.5097 0.0 0.0 0.1
C -0.0621 7.5038 -1.2265 0.1 -0.1 -0.1
O 0.4501 6.2074 -0.9738 0.1 0.0 0.0
C 0.4702 5.5036 -2.1371 0.0 0.0 0.0
O 1.0073 4.4554 -2.2777 -0.1 0.0 0.0
O -0.2005 6.1713 -3.0967 0.0 -0.1 0.0
F -0.8478 7.8743 -0.1915 -0.1 0.0 0.0
H -1.8822 7.0387 -2.2649 0.0 0.1 0.0
H -0.8238 8.1397 -3.1973 0.1 0.0 0.0
H 0.7719 8.2028 -1.3004 -0.1 0.1 0.1
C 6.4302 -3.9916 -0.6106 0.0 0.0 0.1
C 5.4737 -3.8556 0.5652 0.0 0.0 -0.2
O 4.8994 -2.5831 0.3320 -0.3 -0.1 0.1
C 4.9848 -2.2969 -0.9978 0.1 0.0 0.1
O 4.3971 -1.4069 -1.5188 0.0 -0.1 0.0
O 5.8008 -3.1738 -1.6054 0.0 0.1 -0.1
F 6.0999 -3.8448 1.7593 0.1 0.1 0.0
H 7.4001 -3.5678 -0.3477 0.0 0.0 0.0
H 6.5405 -5.0013 -0.9910 0.0 0.0 0.0
H 4.6813 -4.6066 0.5976 0.0 0.0 0.1

***

44
Properties=species:S:1:pos:R:3:forces:R:3 method="wB97M-V/def2-TZVPD" total_charge=+1 total_energy_ev=-32069.190
F -3.9020 1.5001 2.2272 0.8 -1.7 -0.1
C -3.4117 0.2061 2.3337 -0.7 1.5 0.0
C -4.3330 -0.8306 2.2939 0.8 -0.4 0.2
C -3.8249 -2.1381 2.4654 0.1 0.3 -0.3
C -2.4738 -2.3459 2.7312 0.2 -0.1 0.8
C -1.5478 -1.2451 2.8419 -0.8 0.8 -0.1
C -0.2070 -1.4221 3.3508 0.1 -2.7 -1.2
C 1.1080 -1.1343 2.8473 0.6 0.4 0.0
C 2.1582 -2.1181 2.8786 0.0 0.2 0.9
C 3.4853 -1.7462 2.6604 -0.2 0.0 -0.2
C 3.8399 -0.4002 2.4228 -0.7 -0.4 0.1
C 2.7971 0.5087 2.3022 0.4 1.3 -0.3
F 3.1236 1.8420 2.0946 -0.6 -1.8 0.1
C 1.4646 0.1498 2.3883 -0.1 0.3 0.0
C -2.0524 0.0414 2.5306 0.0 -0.2 0.0
H -5.3910 -0.6269 2.1395 0.3 -0.1 0.1
H -4.5262 -2.9791 2.3978 0.5 0.3 0.0
H -2.1206 -3.3783 2.8535 -0.1 0.5 0.1
H -0.1722 -2.2259 4.1240 0.0 0.3 -0.7
H 1.9090 -3.1665 3.0946 0.2 0.6 0.0
H 4.2786 -2.5005 2.6930 -0.4 0.3 0.0
H 4.8731 -0.0683 2.3151 -0.3 -0.1 0.1
H 0.6799 0.8701 2.1980 0.3 -0.1 0.2
H -1.3968 0.9076 2.5468 -0.3 0.0 0.1
C -0.9750 4.1952 7.3776 0.0 -0.5 -0.4
O -0.9452 3.3628 6.1787 -0.2 0.7 0.4
C -1.6758 3.8167 5.1220 -0.7 0.3 -0.2
C -2.7765 4.6936 5.2424 1.1 -0.6 0.8
C -3.3828 5.2518 4.1256 0.3 -0.3 -1.5
C -2.9604 4.9158 2.8337 -0.3 0.3 0.1
C -1.9212 3.9989 2.7109 0.9 0.2 0.3
C -1.2646 3.4110 3.8303 -0.7 0.1 -0.5
C -0.2065 2.5793 3.3188 0.5 1.5 -1.2
C -0.1178 2.8676 1.9343 -0.9 -0.5 1.7
N -1.1851 3.6659 1.5728 0.0 -0.2 0.2
H -0.0973 3.8791 7.9497 -0.3 0.1 -0.1
H -0.8984 5.2695 7.1250 -0.1 -0.6 0.0
H -1.8932 3.9917 7.9569 0.4 0.2 -0.2
H -3.1038 4.9920 6.2426 0.1 -0.1 -0.4
H -4.1481 6.0027 4.2460 -0.2 -0.1 0.1
H -3.3593 5.3710 1.9214 -0.1 0.0 0.5
H 0.4662 2.0026 3.9452 0.0 0.3 -0.3
H 0.5793 2.5078 1.1879 -0.1 0.2 0.1
H -1.4101 3.9488 0.6179 0.2 -0.1 0.7

***

42
Properties=species:S:1:pos:R:3:forces:R:3 method="wB97M-V/def2-TZVPD" relative_energy_kj_mol=345.5 total_charge=+1
C 1.9737 -2.4096 0.6923 -0.1 -0.6 0.1
C 1.6748 -0.9767 0.4933 0.8 0.8 -0.4
N 2.6529 -0.0291 0.6429 -0.8 -0.9 0.0
C 4.0373 -0.3157 0.9528 0.4 -0.2 0.1
C 2.1318 1.2394 0.4224 -1.0 0.1 -0.1
C 0.7587 1.0809 0.0846 0.7 0.7 0.2
C -0.0089 2.2239 -0.1757 0.3 0.3 0.1
C 0.5863 3.4807 -0.0098 -0.1 -0.4 -0.2
C 1.9384 3.6113 0.3508 0.3 -0.6 0.1
C 2.7414 2.4782 0.5628 -0.4 0.5 -0.2
C 0.4806 -0.3378 0.1389 -1.4 -0.3 -1.1
C -0.8001 -0.9537 -0.2470 1.5 -1.0 5.3
C -2.0588 -0.3587 0.3738 0.0 0.1 -1.0
C -2.0321 0.5445 1.4513 0.1 0.5 -0.1
C -3.1865 1.2588 1.7959 0.3 -0.5 -0.1
C -4.3842 1.0320 1.1101 0.2 -0.1 -0.2
C -4.4434 0.0464 0.1247 0.2 -0.2 0.2
C -3.2927 -0.6773 -0.1980 -0.6 0.3 -0.2
H 1.0329 -2.9689 0.7789 0.3 0.1 0.0
H 2.5463 -2.8363 -0.1491 -0.1 0.2 0.3
H 2.5547 -2.5801 1.6104 -0.2 0.1 -0.3
H 4.5783 0.6310 1.0188 -0.1 -0.3 0.0
H 4.1285 -0.8506 1.9063 0.0 0.2 -0.2
H 4.4986 -0.9313 0.1666 -0.2 0.2 0.2
H -1.0554 2.1238 -0.4737 0.3 0.2 0.2
H -0.0146 4.3786 -0.1614 0.2 -0.3 0.0
H 2.3695 4.6054 0.4633 -0.1 -0.3 0.0
H 3.7929 2.5422 0.8315 -0.2 0.2 0.0
H -0.7964 -2.0463 -0.1504 0.0 0.4 -0.2
H -1.0986 0.7355 1.9909 -0.4 0.0 -0.3
H -3.1346 2.0004 2.5938 -0.1 -0.3 -0.2
H -5.2704 1.6105 1.3496 0.1 0.0 0.0
H -5.3731 -0.1782 -0.4055 0.3 0.1 0.3
H -3.3400 -1.4703 -0.9384 -0.1 0.4 0.3
C 0.3143 -2.2200 -2.4243 0.6 -0.1 0.1
N -0.8432 -1.3902 -2.2493 -1.8 -0.4 -1.0
O -1.9892 -2.2612 -2.2325 1.0 1.1 -0.7
H 1.2368 -1.6311 -2.3718 -0.3 0.0 0.0
H 0.3479 -3.0468 -1.6970 0.0 0.2 -0.1
H 0.2110 -2.6618 -3.4256 0.2 0.2 0.3
H -0.9421 -0.5401 -1.6027 0.0 -0.2 -1.6
H -2.5232 -1.9516 -2.9943 0.3 -0.2 0.4

***

16
Properties=species:S:1:pos:R:3:forces:R:3 method="wB97M-V/def2-TZVPD" relative_energy_kj_mol=53.5
C 2.5060 0.3121 0.1011 0.1 -0.1 0.0
C 1.1119 0.5471 -0.4145 -0.1 0.0 0.1
C 0.0603 -0.2609 -0.2421 0.0 0.3 -0.2
O 0.1343 -1.5065 0.3205 0.2 -0.1 0.0
C -1.3554 0.0697 -0.6242 0.0 0.0 -0.1
C -2.3270 -0.0082 0.5595 0.0 0.0 0.1
H 3.2691 0.5287 -0.6543 -0.1 0.0 0.1
H 2.7065 0.9655 0.9598 0.0 -0.1 -0.1
H 2.6834 -0.7139 0.4480 0.0 0.1 -0.1
H 1.0637 -1.7646 0.3643 -0.1 0.0 0.1
H 0.9376 1.4868 -0.9313 -0.1 -0.1 0.2
H -1.6813 -0.6397 -1.3955 0.1 0.1 0.1
H -1.3789 1.0716 -1.0655 0.0 -0.2 0.0
H -2.1096 0.7630 1.3066 0.0 -0.1 -0.1
H -3.3578 0.1325 0.2167 0.2 0.0 0.1
H -2.2630 -0.9834 1.0509 0.0 0.1 -0.1